No. 1
{"formula": "C40H114N14O20", "method": "ωB97M-V/def2-TZVPD", "species": ["O", "O", "O", "O", "O", "O", "O", "O", "O", "O", "O", "O", "O", "O", "O", "O", "O", "O", "O", "O", "N", "N", "N", "N", "N", "N", "N", "N", "N", "N", "N", "N", "N", "N", "C", "C", "C", "C", "C", "C", "C", "C", "C", "C", "C", "C", "C", "C", "C", "C", "C", "C", "C", "C", "C", "C", "C", "C", "C", "C", "C", "C", "C", "C", "C", "C", "C", "C", "C", "C", "C", "C", "C", "C", "H", "H", "H", "H", "H", "H", "H", "H", "H", "H", "H", "H", "H", "H", "H", "H", "H", "H", "H", "H", "H", "H", "H", "H", "H", "H", "H", "H", "H", "H", "H", "H", "H", "H", "H", "H", "H", "H", "H", "H", "H", "H", "H", "H", "H", "H", "H", "H", "H", "H", "H", "H", "H", "H", "H", "H", "H", "H", "H", "H", "H", "H", "H", "H", "H", "H", "H", "H", "H", "H", "H", "H", "H", "H", "H", "H", "H", "H", "H", "H", "H", "H", "H", "H", "H", "H", "H", "H", "H", "H", "H", "H", "H", "H", "H", "H", "H", "H", "H", "H", "H", "H", "H", "H", "H", "H", "H", "H", "H", "H", "H", "H", "H", "H"], "coordinates": [[-1.812, -0.344, 3.190], [1.394, -0.213, 0.094], [-4.552, -6.611, -2.775], [-4.075, 7.385, 3.873], [-0.726, 2.720, -3.575], [1.334, -9.548, 0.111], [4.291, -1.815, -4.086], [-8.609, 2.249, -0.592], [4.868, 3.120, 0.037], [-1.063, 3.078, 6.152], [-2.772, 8.632, -3.248], [7.557, -1.032, -7.906], [-3.467, 4.249, 1.724], [-2.373, -1.584, -0.624], [-3.829, 3.016, 5.665], [3.673, -3.823, 3.936], [-0.077, 6.923, 0.210], [-5.513, 3.088, 2.966], [7.737, -0.624, 0.619], [3.234, -4.707, -1.955], [-5.287, 3.522, 7.418], [-5.248, 4.739, 5.498], [5.563, 4.781, -1.309], [6.321, 0.978, 1.399], [-1.260, 2.205, 0.854], [6.785, 0.770, -0.848], [-6.421, 1.997, -1.229], [2.358, -6.562, 0.632], [5.476, -2.801, -6.538], [-7.977, 0.462, -1.830], [3.412, 3.989, -1.479], [-3.721, -4.233, -0.612], [0.791, -2.744, 4.041], [-2.623, 8.173, 0.493], [-2.498, 4.451, 2.741], [-7.741, 1.667, -1.235], [-0.057, -2.070, 3.119], [3.986, -3.111, -4.601], [-4.001, 9.246, -3.615], [-4.090, -5.612, -0.583], [-3.933, 8.039, 5.118], [-2.551, 2.481, 0.253], [5.560, -2.452, -7.945], [1.541, -7.497, 1.412], [0.857, 1.093, 0.358], [1.703, -5.992, -0.512], [-2.429, 0.710, 3.919], [-0.598, -0.808, 3.783], [6.918, 0.281, 0.412], [-3.585, 7.694, 1.500], [1.341, -3.940, 3.420], [0.591, -8.548, 0.736], [4.478, -5.108, -1.433], [-0.648, 0.938, 0.355], [-3.145, 7.906, -0.851], [2.490, -4.604, 4.209], [7.045, -2.310, -8.310], [4.790, -4.511, 3.300], [-2.432, 8.769, -1.913], [-3.348, 8.183, 2.921], [2.250, -4.643, -0.925], [8.641, -0.577, -8.733], [2.687, -0.422, 0.621], [-3.007, -3.723, 0.540], [-1.034, -2.068, -0.734], [4.740, -1.747, -2.747], [4.117, -2.994, -6.112], [-5.114, -6.139, -1.562], [-4.178, -5.606, -3.742], [4.629, 3.923, -0.875], [-2.986, -2.215, 0.500], [-4.749, 3.656, 6.176], [-2.943, 3.980, 0.428], [1.806, -10.602, 0.949], [-1.955, 2.787, 5.896], [5.745, 1.765, 1.127], [0.204, -0.063, 3.805], [-3.065, 6.833, -1.047], [8.097, 0.160, -9.336], [-4.659, 7.789, 1.296], [0.048, 6.769, 1.151], [-0.115, 3.133, -4.193], [1.620, -6.597, -1.425], [5.353, 5.448, -2.028], [-1.800, 1.500, 4.319], [-5.765, 1.474, -1.774], [-2.328, 9.795, -1.529], [-5.752, 5.403, 6.053], [4.587, -3.959, -4.260], [4.582, -5.497, 2.886], [-6.126, 2.840, -0.770], [0.021, -8.919, 1.599], [-2.725, -1.766, 1.463], [5.860, -2.044, -5.982], [0.652, -5.819, -0.246], [-0.505, -1.570, -1.551], [-8.963, 0.260, -1.848], [-5.727, -6.856, -1.018], [-4.753, 3.489, 2.498], [2.966, -3.296, -4.258], [-3.055, 4.493, 3.671], [-2.305, 8.167, 3.259], [-0.811, -2.837, 2.899], [-3.154, -5.328, -3.492], [-6.105, 4.074, 7.572], [-0.997, 0.101, 0.959], [-3.311, 1.757, 0.567], [4.571, -6.200, -1.527], [1.441, -3.975, -1.232], [-4.684, -5.714, 0.340], [-1.321, 2.058, 1.852], [0.308, -1.749, 2.129], [-1.941, -4.000, 0.640], [4.942, -0.713, -2.480], [-1.101, -3.098, -1.098], [-4.915, 2.837, 8.049], [-0.290, -2.019, 0.062], [-3.590, 9.253, 2.901], [7.127, -2.342, -9.401], [7.409, 0.503, -1.584], [-0.862, 7.510, 0.159], [1.198, 1.298, 1.378], [5.293, -4.739, -2.058], [4.016, -2.125, -2.016], [-4.218, 7.997, -1.071], [0.895, -6.829, 1.995], [5.212, -3.776, 2.622], [-3.351, 0.968, 3.392], [2.204, -11.514, 0.516], [-2.513, 2.361, -0.834], [-4.886, -4.784, -3.631], [2.590, -10.105, 1.530], [5.375, -4.708, 4.204], [-4.244, -6.093, -4.710], [-1.375, 8.472, -1.920], [-0.985, 0.656, -0.645], [-2.942, 7.995, 5.582], [-3.555, 6.604, 1.401], [9.012, -1.358, -9.396], [3.499, -2.155, -6.472], [6.390, 4.827, -0.740], [-2.052, 5.423, 2.501], [-4.681, 5.044, 4.722], [-0.151, -8.062, 0.102], [2.482, -5.631, 3.847], [-3.962, 10.271, -3.235], [6.421, 0.657, 2.342], [2.114, -8.133, 2.085], [6.087, 1.446, -1.113], [2.331, -4.420, 5.271], [-2.333, 9.123, 0.700], [3.596, -3.858, -6.540], [-4.201, 9.099, 5.080], [3.376, 0.309, 0.191], [-0.955, -1.040, 4.793], [-3.534, -3.825, -1.514], [5.194, -3.292, -8.543], [-4.069, -2.028, 0.503], [2.686, -0.402, 1.716], [-7.260, -0.097, -2.242], [0.602, -4.706, 3.159], [-1.074, 3.079, 7.113], [3.140, 4.849, -1.921], [7.633, -3.112, -7.861], [5.628, -2.371, -2.615], [2.675, 3.380, -1.175], [1.582, -2.195, 4.367], [3.022, -1.433, 0.385], [-0.261, 2.726, -2.731], [-5.834, -5.353, -1.830], [1.005, -10.842, 1.656], [-4.853, 8.668, -3.252], [-3.319, -4.121, 1.507], [-3.298, -6.368, -0.475], [2.629, -4.095, -0.054], [-1.673, 3.744, 2.807], [1.830, -3.815, 2.441], [1.238, 1.828, -0.354], [3.114, -7.191, 0.368], [-5.440, 3.430, 3.863], [9.377, -0.122, -8.074], [-4.588, 7.588, 5.866], [-2.078, 4.600, 0.178], [4.689, -4.874, -0.387], [-4.052, 9.285, -4.702], [-3.755, 4.181, -0.272], [4.986, -1.579, -8.278], [-2.978, 0.260, 4.762]], "total_energy_ha": -3863.534970, "max_force_ev_per_a": 2.828, "e_lumo_ha": 0.008, "total_charge": 0, "gap_ev": 8.56, "relative_energy_kcal_mol": 113.19}

No. 2
{"formula": "C17H15N6O2RuSTe", "method": "ωB97M-V/def2-TZVPD", "species": ["Te", "Ru", "S", "O", "O", "N", "N", "N", "N", "N", "N", "C", "C", "C", "C", "C", "C", "C", "C", "C", "C", "C", "C", "C", "C", "C", "C", "C", "H", "H", "H", "H", "H", "H", "H", "H", "H", "H", "H", "H", "H", "H", "H"], "coordinates": [[-14.133, -2.598, 3.284], [-14.796, 0.608, 1.554], [-15.954, 1.879, 3.031], [-16.300, -0.735, 1.678], [-15.948, -1.945, 1.182], [-15.784, 1.957, 0.043], [-13.064, 1.889, 1.087], [-12.351, -1.873, -0.970], [-11.613, -0.637, -1.055], [-13.423, -0.583, 0.335], [-10.957, 3.474, -0.018], [-13.931, -0.451, 3.129], [-16.271, 3.249, 2.055], [-16.912, 5.613, 1.783], [-12.309, 0.114, -0.218], [-16.980, 5.478, 0.445], [-11.062, 2.236, -0.289], [-16.536, 4.326, -0.220], [-15.260, 0.628, -2.022], [-12.062, 1.423, 0.256], [-16.561, 4.153, -1.528], [-16.143, 2.981, -2.209], [-16.181, 3.155, 0.603], [-13.022, 3.252, 1.236], [-12.028, 4.036, 0.682], [-15.673, 1.932, -1.323], [-16.694, 4.451, 2.581], [-13.371, -1.823, -0.092], [-11.979, 5.185, 0.720], [-13.916, 3.654, 1.602], [-12.797, -0.434, 2.898], [-14.230, 0.450, -2.258], [-15.829, 0.709, -2.968], [-17.543, 6.295, -0.227], [-14.087, -0.061, 4.164], [-14.152, -2.524, 0.210], [-11.958, -2.686, -1.362], [-16.188, 2.675, -3.270], [-16.261, 4.679, 3.642], [-16.892, 5.032, -2.079], [-15.862, -0.198, -1.588], [-17.094, 6.538, 2.410], [-10.310, 1.699, -0.885]], "total_energy_ha": -1896.713271, "s2": 8.8107, "max_force_ev_per_a": 4.775, "e_lumo_ha": [0.155, 0.151], "total_charge": -2, "gap_ev": [3.18, 5.52], "relative_energy_kcal_mol": 22.18, "multiplicity": 6}

No. 3
{"formula": "C4H9N2O2S", "method": "ωB97M-V/def2-TZVPD", "species": ["S", "O", "O", "N", "N", "C", "C", "C", "C", "H", "H", "H", "H", "H", "H", "H", "H", "H"], "coordinates": [[-0.486, 1.019, -0.756], [0.200, 2.170, -0.317], [-1.908, 0.905, -0.604], [0.874, -0.132, 1.440], [-0.645, -1.965, 0.530], [0.106, -0.339, 0.441], [-1.843, -2.092, 0.201], [1.623, 1.024, 1.823], [-0.037, 0.327, -2.315], [-2.359, -1.389, -0.384], [2.632, 0.718, 2.109], [-0.417, -0.719, -2.359], [-2.151, -3.030, 0.665], [0.977, -0.868, 2.050], [-0.583, 0.770, -3.218], [1.029, 0.431, -2.773], [1.799, 1.556, 0.860], [1.188, 1.614, 2.609]], "total_energy_ha": -815.577178, "max_force_ev_per_a": 5.211, "e_lumo_ha": -0.187, "total_charge": 1, "gap_ev": 9.45, "smiles": "C=N/C(=[NH+]/C)S(C)(=O)=O", "relative_energy_kcal_mol": 89.46}

No. 4
{"formula": "C4H12N2", "method": "ωB97M-V/def2-TZVPD", "species": ["N", "N", "C", "C", "C", "C", "H", "H", "H", "H", "H", "H", "H", "H", "H", "H", "H", "H"], "coordinates": [[3.037, -0.123, 1.339], [-4.704, 0.145, -1.116], [-4.561, 0.177, 0.144], [3.439, 1.277, 1.186], [-3.648, -0.276, -2.070], [2.820, -1.063, 0.168], [3.834, 1.595, 2.222], [2.843, -0.436, -0.719], [-2.954, 0.522, -2.188], [2.573, 1.915, 0.949], [-3.790, -0.358, 0.713], [-5.093, 1.033, 0.589], [3.599, -1.799, 0.350], [-4.239, -0.866, -2.784], [-3.048, -0.977, -1.461], [1.873, -1.571, 0.343], [3.754, -0.604, 1.864], [4.265, 1.410, 0.472]], "total_energy_ha": -268.996625, "max_force_ev_per_a": 4.973, "e_lumo_ha": 0.031, "total_charge": 0, "gap_ev": 9.41, "smiles": "C=NC.CNC", "relative_energy_kcal_mol": 75.13}

No. 5
{"formula": "C4H7ClO3S", "method": "ωB97M-V/def2-TZVPD", "species": ["Cl", "S", "O", "O", "O", "C", "C", "C", "C", "H", "H", "H", "H", "H", "H", "H"], "coordinates": [[2.365, -1.790, 0.892], [2.101, 0.091, -0.088], [3.070, 1.120, 0.386], [2.149, -0.138, -1.525], [-0.146, 2.156, 0.048], [-1.387, -1.393, -0.292], [-0.287, 1.406, 1.260], [-0.272, 0.812, -0.060], [-0.799, -0.153, -0.921], [-1.630, 0.339, -1.462], [-0.767, -2.254, -0.607], [-2.419, -1.602, -0.629], [0.598, 1.405, 1.923], [0.044, -0.230, -1.633], [-1.244, 1.559, 1.818], [-1.373, -1.330, 0.890]], "total_energy_ha": -1240.573770, "max_force_ev_per_a": 5.127, "e_lumo_ha": [-0.045, -0.045], "total_charge": 0, "gap_ev": [8.09, 8.09], "relative_energy_kcal_mol": 88.83}

No. 6
{"formula": "C65H70GeMoO2SeSi", "method": "ωB97M-V/def2-TZVPD", "species": ["Mo", "Se", "Ge", "Si", "O", "O", "C", "C", "C", "C", "C", "C", "C", "C", "C", "C", "C", "C", "C", "C", "C", "C", "C", "C", "C", "C", "C", "C", "C", "C", "C", "C", "C", "C", "C", "C", "C", "C", "C", "C", "C", "C", "C", "C", "C", "C", "C", "C", "C", "C", "C", "C", "C", "C", "C", "C", "C", "C", "C", "C", "C", "C", "C", "C", "C", "C", "C", "C", "C", "C", "C", "H", "H", "H", "H", "H", "H", "H", "H", "H", "H", "H", "H", "H", "H", "H", "H", "H", "H", "H", "H", "H", "H", "H", "H", "H", "H", "H", "H", "H", "H", "H", "H", "H", "H", "H", "H", "H", "H", "H", "H", "H", "H", "H", "H", "H", "H", "H", "H", "H", "H", "H", "H", "H", "H", "H", "H", "H", "H", "H", "H", "H", "H", "H", "H", "H", "H", "H", "H", "H", "H"], "coordinates": [[1.376, -0.720, -0.054], [-0.290, -3.422, -0.023], [-0.118, 2.579, -0.282], [3.860, -0.439, 0.043], [0.734, -1.181, 1.646], [1.121, -1.470, -1.783], [-2.191, 3.128, 1.688], [-0.594, 4.041, -4.221], [5.956, 0.714, 1.549], [-0.111, -0.145, 4.252], [4.494, 0.002, -1.643], [1.269, -0.748, 4.572], [-3.977, 1.623, 2.287], [3.744, 1.404, 2.199], [0.322, -0.309, -4.412], [-4.902, -0.257, -3.116], [4.572, 0.668, 1.342], [-1.640, 2.158, 0.844], [-2.327, -3.148, 1.999], [-4.619, -2.246, -4.617], [-1.043, -2.390, -1.473], [5.652, 2.208, 3.423], [-3.352, 2.860, 2.410], [1.094, 6.546, 0.390], [4.277, 2.172, 3.234], [-0.447, -1.646, 2.199], [-5.149, -2.043, 4.024], [2.053, 6.427, 1.392], [1.762, 4.036, 1.384], [1.350, 0.637, -3.773], [-0.919, -1.148, 3.414], [-2.132, -1.665, 3.852], [0.470, 5.408, -0.122], [4.376, -0.908, -2.703], [-0.852, 3.042, -2.019], [-2.269, 0.908, 0.745], [0.795, 4.139, 0.375], [-0.642, -0.946, -3.386], [5.668, -2.686, -0.133], [5.455, 0.645, -4.198], [4.854, -0.592, -3.969], [-2.007, -1.019, -3.623], [-0.182, -1.597, -2.231], [5.574, 1.562, -3.159], [-4.831, -4.208, 2.864], [-2.205, 2.828, -2.297], [-2.861, -2.650, 3.176], [-3.831, -3.867, 5.120], [3.762, -3.017, 1.285], [-4.157, -3.187, 3.781], [-4.406, -1.711, -3.193], [4.213, -4.296, 1.609], [-0.055, 3.656, -2.998], [-2.915, -1.743, -2.838], [0.066, 1.177, 3.490], [-0.428, 0.483, -5.488], [0.977, 0.971, -0.256], [6.492, 1.479, 2.579], [-0.810, 0.172, 5.574], [-1.945, 3.821, -4.484], [5.094, 1.242, -1.890], [-5.236, -2.561, -2.231], [-2.400, -2.480, -1.783], [6.127, -3.960, 0.191], [4.477, -2.183, 0.410], [2.390, 5.171, 1.887], [1.075, -1.466, -5.089], [-2.748, 3.216, -3.523], [-3.433, 0.644, 1.460], [-1.125, -2.645, 1.513], [5.398, -4.769, 1.061], [-1.863, 0.135, 0.102], [-2.533, -1.288, 4.788], [-5.975, -0.208, -3.339], [-1.714, 4.100, 1.785], [-4.888, 1.427, 2.835], [-0.998, 1.314, -5.055], [0.385, -2.117, -5.639], [-4.741, -4.283, 5.567], [0.740, 1.838, 4.055], [0.483, 1.022, 2.499], [-0.271, 5.513, -0.912], [-5.111, -2.237, -1.190], [5.831, 0.892, -5.185], [-0.895, 1.690, 3.370], [-3.114, -4.681, 4.975], [-2.400, -0.475, -4.475], [-3.913, -0.328, 1.365], [2.842, -2.668, 1.737], [-2.847, 2.361, -1.556], [-6.073, -2.438, 4.461], [-5.402, -1.543, 3.081], [3.638, -4.921, 2.287], [4.756, -1.309, -4.779], [2.088, 0.110, -3.182], [-4.088, -1.643, -5.361], [3.147, 5.074, 2.660], [-4.973, -3.623, -2.295], [-3.771, 3.618, 3.065], [0.865, 1.373, -3.136], [6.040, 2.526, -3.334], [6.074, 2.799, 4.229], [-3.399, -3.159, 5.836], [6.625, 0.145, 0.903], [-6.296, -2.462, -2.485], [-2.812, -3.952, 1.458], [-5.028, -3.793, 1.866], [-3.034, -3.120, -1.179], [2.031, 3.064, 1.778], [7.566, 1.503, 2.730], [3.908, -1.874, -2.539], [0.831, 7.524, 0.003], [3.619, 2.738, 3.888], [-2.369, 4.122, -5.437], [0.306, 0.909, -6.181], [1.875, -0.881, 3.678], [-5.792, -4.504, 3.296], [-0.952, -0.723, 6.190], [0.036, 4.515, -4.968], [1.879, 1.176, -4.571], [-4.739, 0.159, -2.114], [1.163, -1.721, 5.065], [1.606, -2.073, -4.348], [-4.748, -1.288, 4.709], [7.054, -4.327, -0.240], [-1.108, -0.142, -6.080], [-1.786, 0.650, 5.420], [2.538, 7.314, 1.787], [-0.186, 0.871, 6.140], [-4.262, -3.278, -4.701], [-3.801, 3.052, -3.721], [-4.377, 0.385, -3.834], [1.816, -0.078, 5.248], [-5.686, -2.229, -4.871], [1.818, -1.067, -5.794], [5.190, 1.968, -1.083], [6.247, -2.079, -0.826], [2.669, 1.369, 2.058], [5.755, -5.765, 1.308], [-4.225, -5.114, 2.745], [1.001, 3.833, -2.810]], "total_energy_ha": -7505.433138, "max_force_ev_per_a": 1.551, "e_lumo_ha": -0.013, "total_charge": 0, "gap_ev": 7.79, "relative_energy_kcal_mol": 7.73}